(1)
Computed, not measured: a molecular structure, C2H2O2Zn in a non-equilibrium geometry, with wB97M-V/def2-TZVPD.

The LUMO energy (alpha / beta) is 3.5 / 3.1 eV. For the calculated total energy, the calculation gives -2006.983952 hartree. For the gap between HOMO and LUMO (alpha / beta), the calculation gives 0.2113 / 0.1937 Ha. As for the multiplicity: 2. As for the energy relative to the best compared isomer or geometry (same formula, charge and spin): 206.05 kJ/mol. The value obtained for the highest occupied orbital energy (alpha / beta) is -2.23 / -2.17 eV. The expectation value of S² is 0.752. Its total charge is -1.

```
7
Properties=species:S:1:pos:R:3:forces:R:3:nbo_charge:R:1
H 1.46332 0.99106 -1.34032 -1.4754 0.2198 1.4437 0.2456
C 0.51395 1.24553 -0.80097 -0.7063 0.3865 -0.6165 -0.1810
C -0.60818 1.57138 -0.44696 1.5695 -0.4318 -1.3549 -0.3047
H -1.65728 1.81591 -0.45373 0.5204 -0.1151 0.5552 0.2259
O 0.61941 -1.47260 0.31559 -0.0989 0.4963 -0.7313 -0.8770
O 0.71092 -2.35162 1.52759 0.4073 -0.6921 0.8124 -0.8759
Zn -1.04214 -1.79967 1.19880 -0.2166 0.1365 -0.1086 0.7671
```
Forces are in eV/Å.


(2)
Computed, not measured: a single C2H2O3 molecule in a non-equilibrium geometry, with wB97M-V/def2-TZVPD.

The LUMO energy is -1.4 eV. For the calculated total energy, the calculation gives -302.943631 hartree. For the gap between HOMO and LUMO, the calculation gives 0.3339 Ha. As for the energy relative to the best compared isomer or geometry (same formula, charge and spin): 490.23 kJ/mol. The value obtained for the highest occupied orbital energy is -10.48 eV. Its total charge is 0.

```
7
Properties=species:S:1:pos:R:3:forces:R:3:nbo_charge:R:1
C 0.04027 0.46213 1.63160 -2.1796 -0.1778 1.3079 0.2100
C 0.67757 0.04914 -0.46283 0.8608 -1.4681 -6.6208 1.0343
O 1.80869 0.32350 -0.43722 -0.5795 -0.0337 -0.4686 -0.4572
O -0.22317 -0.45912 -1.89437 4.7545 1.8627 2.7973 -0.7803
O -0.22264 -0.08452 0.42297 -3.1961 0.0622 3.7106 -0.5453
H -1.03018 0.29566 2.23179 2.3010 0.0961 -1.5074 0.0870
H -1.05053 -0.58680 -1.49194 -1.9612 -0.3414 0.7810 0.4515
```
Forces are in eV/Å.


(3)
Computed, not measured: a single C2H2O3 molecule in a non-equilibrium geometry, with wB97M-V/def2-TZVPD.

Its SMILES is O=CC(=O)O. The LUMO energy is -0.8 eV. For the calculated total energy, the calculation gives -303.110081 hartree. For the gap between HOMO and LUMO, the calculation gives 0.3660 Ha. As for the energy relative to the best compared isomer or geometry (same formula, charge and spin): 53.21 kJ/mol. The value obtained for the highest occupied orbital energy is -10.77 eV. Its total charge is 0.

```
7
Properties=species:S:1:pos:R:3:forces:R:3:nbo_charge:R:1
C 0.60023 -0.02631 0.03330 -1.4108 -0.8595 0.1047 0.6782
C -0.80085 -0.61590 0.13185 -2.5637 -0.4573 -1.6333 0.3152
H -0.27688 1.69924 -0.10857 0.8614 -1.0914 0.4056 0.5217
H -0.65132 -1.76452 0.16399 -0.9705 1.3988 0.3121 0.1525
O 0.61215 1.27233 0.04421 0.3077 2.1849 -0.4345 -0.6516
O 1.51307 -0.79372 -0.08262 0.2637 0.6675 0.1647 -0.5196
O -1.85872 0.01121 -0.09239 3.5122 -1.8429 1.0808 -0.4964
```
Forces are in eV/Å.


(4)
Computed, not measured: a single C2H2O3S molecule in a non-equilibrium geometry, with wB97M-V/def2-TZVPD.

Its SMILES is O=S(=O)=C1CO1. The LUMO energy (alpha / beta) is -1.9 / -1.9 eV. For the calculated total energy, the calculation gives -701.146203 hartree. For the gap between HOMO and LUMO (alpha / beta), the calculation gives 0.2881 / 0.2879 Ha. As for the energy relative to the best compared isomer or geometry (same formula, charge and spin): 509.90 kJ/mol. The value obtained for the highest occupied orbital energy (alpha / beta) is -9.75 / -9.77 eV. Its total charge is 0.

```
8
Properties=species:S:1:pos:R:3:forces:R:3:nbo_charge:R:1
C -0.09149 -0.32514 -0.64254 1.1949 -0.7150 0.5799 0.0901
C -1.37119 -0.03044 -0.05350 0.1311 1.0886 0.6827 -0.1983
O 2.43527 -0.81584 0.28377 -0.7630 1.7101 -0.1060 -0.8421
O 1.68211 1.60542 -0.08997 1.0844 0.9808 -0.4671 -0.8563
O -0.66016 -1.25865 0.09948 -0.7996 -1.4513 -1.2132 -0.4071
S 1.44765 0.25963 0.28754 0.7389 -1.8351 0.2936 1.7909
H -1.26301 0.51709 0.87223 -1.0056 0.4540 -0.0924 0.2071
H -2.17919 0.04794 -0.75702 -0.5811 -0.2321 0.3224 0.2158
```
Forces are in eV/Å.


(5)
Computed, not measured: 2 unconnected molecules or ions with the total composition C2H2O3S in a non-equilibrium geometry, with wB97M-V/def2-TZVPD.

The LUMO energy is -1.6 eV. For the calculated total energy, the calculation gives -701.243206 hartree. For the gap between HOMO and LUMO, the calculation gives 0.2840 Ha. As for the energy relative to the best compared isomer or geometry (same formula, charge and spin): 255.22 kJ/mol. The value obtained for the highest occupied orbital energy is -9.29 eV. Its total charge is 0.

```
8
Properties=species:S:1:pos:R:3:forces:R:3:nbo_charge:R:1
C 1.09855 -1.04897 -0.30182 -0.5795 -2.5933 0.4311 0.7322
C 0.74972 -0.28694 0.72809 1.2700 -1.4287 -1.8248 -0.7838
O 4.13056 1.17955 0.93012 -0.0500 0.4650 0.2687 -0.8055
O 2.84147 0.15495 -0.92797 1.7958 0.6727 0.5956 -0.8397
O 1.30462 -2.01192 -0.94373 -0.2831 1.7649 0.4902 -0.4736
S 3.95641 0.11702 0.00591 -0.8922 -0.5083 -1.1577 1.6807
H -0.13542 -0.51008 1.16931 -2.5306 -1.4527 1.3093 0.2471
H 0.88282 0.70966 0.78815 1.2695 3.0806 -0.1124 0.2425
```
Forces are in eV/Å.


(6)
Computed, not measured: 2 unconnected molecules or ions with the total composition C2H2O3S in a non-equilibrium geometry, with wB97M-V/def2-TZVPD.

The LUMO energy is -0.6 eV. For the calculated total energy, the calculation gives -701.282021 hartree. For the gap between HOMO and LUMO, the calculation gives 0.3371 Ha. As for the energy relative to the best compared isomer or geometry (same formula, charge and spin): 153.32 kJ/mol. The value obtained for the highest occupied orbital energy is -9.80 eV. Its total charge is 0.

```
8
Properties=species:S:1:pos:R:3:forces:R:3:nbo_charge:R:1
C 1.20411 0.19851 -0.96491 1.0863 0.1338 -2.8059 -0.7465
C -0.05747 -3.32365 -0.78257 -2.6140 -1.0107 0.7767 1.0246
O -1.19849 0.34734 -1.76002 -0.2672 -0.1728 -0.9607 -0.8942
O 0.90487 -3.08167 -1.35338 1.3759 0.3601 -0.4679 -0.5127
O -1.07217 -3.61649 -0.27416 1.2440 0.4951 -0.2854 -0.5139
S 0.14343 -0.06146 -2.20375 0.5076 0.8787 3.4132 1.1859
H 1.30246 0.88797 -0.14387 -1.3028 -0.0607 0.5013 0.2437
H 2.22215 0.02355 -1.31227 -0.0299 -0.6233 -0.1714 0.2131
```
Forces are in eV/Å.


(7)
Computed, not measured: a single C2H2O3S2 molecule in a non-equilibrium geometry, with wB97M-V/def2-TZVPD.

The LUMO energy (alpha / beta) is -2.2 / -2.2 eV. For the calculated total energy, the calculation gives -1099.268899 hartree. For the gap between HOMO and LUMO (alpha / beta), the calculation gives 0.2742 / 0.2739 Ha. As for the energy relative to the best compared isomer or geometry (same formula, charge and spin): 347.37 kJ/mol. The value obtained for the highest occupied orbital energy (alpha / beta) is -9.69 / -9.69 eV. Its total charge is 0.

```
9
Properties=species:S:1:pos:R:3:forces:R:3:nbo_charge:R:1
C 0.20398 0.00303 -2.30101 0.7497 0.9398 2.3183 -0.5468
C -0.49131 -1.00468 1.11385 1.7759 0.2609 -0.9173 0.2290
O 1.35253 2.02689 -0.95329 0.7190 1.7748 0.2451 -0.9121
O -0.61680 1.49214 1.76221 0.2632 0.9536 0.4191 -0.8629
O 0.00031 -1.74501 0.33876 0.7650 -1.2600 -0.6455 -0.4819
S 0.66055 0.77441 -0.94210 -0.5534 -1.3754 -2.0731 1.1486
S 0.49280 0.61305 1.40181 -1.8553 -1.2293 -0.3585 1.0676
H -0.12109 -0.92575 -1.85209 -0.6220 -0.8682 -0.2698 0.1822
H -1.48096 -1.23407 1.43187 -1.2420 0.8039 1.2817 0.1762
```
Forces are in eV/Å.


(8)
Computed, not measured: a single C2H2O4 molecule in a non-equilibrium geometry, with wB97M-V/def2-TZVPD.

Its SMILES is O=C(O)C(=O)O. The LUMO energy is -1.2 eV. For the calculated total energy, the calculation gives -378.337616 hartree. For the gap between HOMO and LUMO, the calculation gives 0.3580 Ha. As for the energy relative to the best compared isomer or geometry (same formula, charge and spin): 201.14 kJ/mol. The value obtained for the highest occupied orbital energy is -10.92 eV. Its total charge is 0.

```
8
Properties=species:S:1:pos:R:3:forces:R:3:nbo_charge:R:1
C -0.49940 -0.02541 0.15460 -4.9871 1.3897 -4.0463 0.6553
C 0.98658 -0.20477 0.06187 5.0093 -5.0398 -0.6555 0.6293
H -2.26970 -0.88515 0.11254 3.5291 -0.6210 -0.7877 0.5197
H 0.73409 1.41370 -0.04223 0.7192 2.4155 -0.0050 0.4920
O -1.23943 -1.14045 -0.03761 -2.1418 1.2542 2.0865 -0.6218
O -1.03316 1.10091 -0.14929 2.7106 -3.3621 2.3325 -0.5691
O 1.57872 0.91707 0.02127 -1.1162 3.4656 0.1666 -0.5892
O 1.74230 -1.17591 -0.12115 -3.7230 0.4980 0.9089 -0.5161
```
Forces are in eV/Å.


(9)
Computed, not measured: a gas-phase ion, C2H2O4P (charge -1) in a non-equilibrium geometry, with wB97M-V/def2-TZVPD.

Its SMILES is O=[P@@H](O)C1=C([O-])O1. The LUMO energy is 4.0 eV. For the calculated total energy, the calculation gives -719.753549 hartree. For the gap between HOMO and LUMO, the calculation gives 0.2912 Ha. As for the energy relative to the best compared isomer or geometry (same formula, charge and spin): 314.57 kJ/mol. The value obtained for the highest occupied orbital energy is -3.88 eV. Its total charge is -1.

```
9
Properties=species:S:1:pos:R:3:forces:R:3:nbo_charge:R:1
C 1.69981 0.21408 0.28630 0.1330 -0.4503 0.7345 0.7135
C 0.55131 0.76626 -0.36894 -0.0216 0.4963 1.6862 -0.5619
O 1.44243 -0.36068 -0.89532 1.0745 -1.4363 -0.6584 -0.5897
O -1.84616 1.38998 0.58328 0.1256 -1.5913 0.3428 -1.1134
O 2.49540 -0.03939 1.18163 -0.9316 0.6924 -1.2380 -0.6506
O -1.50429 -0.72360 -0.97103 -0.9385 -0.3731 1.5241 -1.0009
P -1.00755 0.17333 0.30383 -0.1844 1.8747 -0.0239 1.8415
H -0.82792 -0.66599 -1.63097 0.8125 0.0513 -0.7450 0.5021
H -1.00304 -0.75400 1.51122 -0.0695 0.7363 -1.6223 -0.1406
```
Forces are in eV/Å.


(10)
Computed, not measured: a molecular structure, C2H2O4S in a non-equilibrium geometry, with wB97M-V/def2-TZVPD.

The LUMO energy is -1.2 eV. For the calculated total energy, the calculation gives -776.450617 hartree. For the gap between HOMO and LUMO, the calculation gives 0.3438 Ha. As for the energy relative to the best compared isomer or geometry (same formula, charge and spin): 185.48 kJ/mol. The value obtained for the highest occupied orbital energy is -10.60 eV. Its total charge is 0.

```
9
Properties=species:S:1:pos:R:3:forces:R:3:nbo_charge:R:1
C -0.58937 -1.36109 -0.06663 0.7020 -0.9294 -0.4837 0.3712
C 0.11400 -0.18145 -0.70203 -0.3788 1.4750 5.6295 0.3488
O -0.20930 -2.49179 -0.15859 0.5890 -0.1446 -0.5412 -0.4510
O 0.07340 2.42337 1.46395 -1.7125 1.1128 3.0916 -0.8512
O -0.55961 0.99489 -0.60180 0.0315 0.6306 -0.1543 -0.7091
O 1.18500 0.28439 0.63026 -1.8162 0.4155 -1.9813 -0.7785
S 0.67305 1.84429 0.36323 1.7701 -3.0200 -3.7167 1.7436
H -1.43454 -1.18390 0.54593 -1.1722 1.0397 0.7321 0.1411
H 0.74738 -0.32871 -1.47433 1.9871 -0.5796 -2.5759 0.1852
```
Forces are in eV/Å.


(11)
Computed, not measured: 2 unconnected molecules or ions with the total composition C2H2O6Si, with wB97M-V/def2-TZVPD.

The LUMO energy is 6.7 eV. For the calculated total energy, the calculation gives -818.427811 hartree. For the gap between HOMO and LUMO, the calculation gives 0.2586 Ha. As for the energy relative to the best compared isomer or geometry (same formula, charge and spin): 132.30 kJ/mol. The value obtained for the highest occupied orbital energy is -0.39 eV. Its total charge is -2.

```
11
Properties=species:S:1:pos:R:3:forces:R:3:nbo_charge:R:1
C 0.89267 0.51357 1.89159 -0.1192 0.1556 0.2404 0.4312
C -0.57152 1.04956 -1.27800 -0.3523 0.1249 -0.1253 0.4309
O 1.07122 1.33140 2.81315 -0.0510 0.3479 -0.0952 -0.7787
O -0.89834 2.15050 -1.76564 0.2107 0.2311 0.2718 -0.7702
O 0.79360 -0.72901 1.98392 -0.1631 -0.2969 -0.4273 -0.7799
O -1.05095 -0.06541 -1.60602 0.1429 -0.1719 0.1974 -0.8124
O 2.30838 1.33475 -0.59834 0.2321 0.2748 -0.0922 -1.2554
O -1.35443 -2.57548 -0.59262 -0.0460 0.0347 -0.0762 -1.0224
Si 0.91496 1.10681 0.01473 -0.0001 -0.6733 -0.1059 1.5665
H -0.79183 -2.42345 0.17471 0.0435 0.0568 0.0710 0.4731
H -1.31377 -1.69323 -1.03748 0.1025 -0.0836 0.1414 0.5172
```
Forces are in eV/Å.


(12)
Computed, not measured: a single C2H2OS molecule in a non-equilibrium geometry, with wB97M-V/def2-TZVPD.

Its SMILES is C#CSO. The LUMO energy is -1.0 eV. For the calculated total energy, the calculation gives -550.648721 hartree. For the gap between HOMO and LUMO, the calculation gives 0.3066 Ha. As for the energy relative to the best compared isomer or geometry (same formula, charge and spin): 366.31 kJ/mol. The value obtained for the highest occupied orbital energy is -9.33 eV. Its total charge is 0.

```
6
Properties=species:S:1:pos:R:3:forces:R:3:nbo_charge:R:1
C -0.55800 -0.26836 -1.55391 -2.3352 -0.8625 -2.0532 -0.3431
C 0.41069 0.17477 -1.02181 3.3836 2.2713 3.9340 -0.1622
O 1.83002 0.61300 1.89667 -0.3066 -0.8109 -1.0862 -0.8230
S 1.67897 1.34448 0.42972 -1.8255 -1.0407 -2.6590 0.5764
H -1.39481 -0.59547 -2.21583 1.3182 0.3609 1.1535 0.2538
H 1.00491 0.12388 2.00249 -0.2346 0.0819 0.7110 0.4981
```
Forces are in eV/Å.